Model A:
C2H2FNO2 in the gas phase. Source: the Open Molecules 2025 dataset; level of theory: ωB97M-V/def2-TZVPD.

Each line ends with the natural charge from an NBO analysis.
Positions of all 8 atoms, in Å:
1 O -1.817 0.462 1.049  -0.4378
2 C -0.763 0.109 0.644  0.4253
3 C 0.284 1.087 -0.186  0.1398
4 F -0.039 2.340 -0.445  -0.3078
5 N 1.532 1.044 0.558  0.1473
6 O 1.837 -0.112 0.762  -0.2999
7 H -0.108 -0.721 0.763  0.1548
8 H 0.519 0.587 -1.104  0.1783

- lowest unoccupied orbital energy (eV) = -0.89
- Kohn-Sham gap (eV) = 8.931
- HOMO level (eV) = -9.82
- structure (SMILES) = O=C[C@@H](F)N=O

Model B:
2 unconnected molecules or ions with the total composition C2H2FNO2. Source: the Open Molecules 2025 dataset; level of theory: ωB97M-V/def2-TZVPD.

Each line ends with the natural charge from an NBO analysis.
Positions of all 8 atoms, in Å:
1 O -0.021 -2.788 2.543  -0.5209
2 C 0.902 -2.081 2.585  1.0259
3 O 1.915 -1.553 2.870  -0.5208
4 C -1.093 0.138 1.935  -0.1202
5 N -0.257 -0.348 1.188  -0.0255
6 F 0.754 0.490 0.710  -0.2539
7 H -1.070 1.057 2.475  0.1983
8 H -1.879 -0.553 2.100  0.2170

- lowest unoccupied orbital energy (eV) = 0.61
- Kohn-Sham gap (eV) = 12.109
- HOMO level (eV) = -11.50
- structure (SMILES) = O=C=O.C=NF

Result of the stability comparison: model B is the most stable of them.

Model A:
A gas-phase ion, C5H12N (charge +1). Source: the Open Molecules 2025 dataset; level of theory: ωB97M-V/def2-TZVPD.

Each line ends with the natural charge from an NBO analysis.
Positions of all 18 atoms, in Å:
1 C -1.852 1.607 0.388  -0.3408
2 C -0.841 0.769 0.481  0.1347
3 N -0.654 0.216 1.891  -0.7153
4 C 0.340 0.636 -0.409  -0.4944
5 C 1.110 -0.748 -0.348  -0.4004
6 C 1.155 -1.527 -1.700  -0.6161
7 H -2.560 1.986 1.105  0.2316
8 H -2.182 1.874 -0.624  0.2460
9 H 0.245 0.493 2.320  0.4399
10 H -1.309 0.537 2.610  0.4534
11 H -0.641 -0.840 1.758  0.4591
12 H 0.188 0.687 -1.509  0.2816
13 H 1.031 1.497 -0.177  0.2437
14 H 0.574 -1.435 0.317  0.1723
15 H 2.125 -0.381 -0.011  0.2313
16 H 1.376 -2.590 -1.599  0.2368
17 H 0.038 -1.649 -2.111  0.2094
18 H 1.857 -1.131 -2.380  0.2272

- lowest unoccupied orbital energy (eV) = -3.73
- charge = +1
- Kohn-Sham gap (eV) = 10.973
- HOMO level (eV) = -14.70
- structure (SMILES) = C=C([NH3+])CCC

Model B:
A gas-phase ion, C5H12N (charge +1). Source: the Open Molecules 2025 dataset; level of theory: ωB97M-V/def2-TZVPD.

Each line ends with the natural charge from an NBO analysis.
Positions of all 18 atoms, in Å:
1 C -1.682 -2.204 0.979  -0.3438
2 C -1.174 -1.183 0.291  -0.2157
3 C 0.295 -0.883 0.300  -0.4557
4 C 0.530 0.598 0.704  -0.4423
5 C 0.288 1.622 -0.349  -0.2273
6 N 1.263 1.506 -1.519  -0.6749
7 H -1.105 -2.996 1.436  0.2049
8 H -2.736 -2.441 0.871  0.2117
9 H -1.833 -0.429 -0.129  0.1936
10 H 0.668 -1.201 -0.690  0.2017
11 H 0.870 -1.483 1.002  0.2408
12 H -0.069 0.866 1.580  0.2636
13 H 1.521 0.728 1.151  0.2282
14 H -0.722 1.814 -0.708  0.2428
15 H 0.541 2.592 0.107  0.2294
16 H 2.116 1.014 -1.279  0.4490
17 H 1.522 2.440 -1.829  0.4459
18 H 0.761 1.068 -2.291  0.4480

- lowest unoccupied orbital energy (eV) = -3.81
- charge = +1
- Kohn-Sham gap (eV) = 9.206
- HOMO level (eV) = -13.01
- structure (SMILES) = C=CCCC[NH3+]

Result of the stability comparison: model B is the most stable of them.

Model A:
2 unconnected molecules or ions with the total composition C5H12N. Source: the Open Molecules 2025 dataset; level of theory: ωB97M-V/def2-TZVPD.

Each line ends with the natural charge from an NBO analysis.
Positions of all 18 atoms, in Å:
1 C -1.152 1.238 0.850  -0.5033
2 C -2.111 0.167 0.282  -0.4148
3 C -1.438 -1.169 0.417  -0.4353
4 C -0.352 -1.356 -0.619  -0.1598
5 C 0.640 -0.478 -0.540  0.1619
6 N 3.701 0.618 -0.805  -1.0603
7 H -0.133 0.827 0.569  0.1659
8 H -1.377 2.219 0.418  0.2563
9 H -1.210 1.343 1.949  0.2558
10 H -3.138 0.230 0.617  0.2693
11 H -2.075 0.366 -0.806  0.2106
12 H -0.872 -1.197 1.363  0.2617
13 H -2.118 -2.029 0.413  0.2660
14 H -0.362 -2.318 -1.139  0.3461
15 H 1.032 -0.123 -1.555  0.3019
16 H 4.571 0.276 -0.409  0.3822
17 H 3.414 1.466 -0.328  0.3646
18 H 2.978 -0.080 -0.678  0.3310

- lowest unoccupied orbital energy (eV) = -8.00
- charge = +1
- Kohn-Sham gap (eV) = 5.242
- HOMO level (eV) = -13.24

Model B:
A gas-phase ion, C5H12N (charge +1). Source: the Open Molecules 2025 dataset; level of theory: ωB97M-V/def2-TZVPD.

Each line ends with the natural charge from an NBO analysis.
Positions of all 18 atoms, in Å:
1 C 1.298 -0.351 2.292  0.1319
2 N 0.532 0.361 1.586  -0.3696
3 C -0.777 -0.027 1.066  -0.2421
4 C -0.951 0.398 -0.398  -0.4133
5 C 0.147 -0.195 -1.302  -0.3984
6 C -0.218 -0.162 -2.791  -0.6041
7 H 2.258 0.013 2.623  0.2347
8 H 1.019 -1.361 2.580  0.2292
9 H 0.840 1.304 1.337  0.4430
10 H -0.941 -1.093 1.173  0.2328
11 H -1.516 0.506 1.666  0.2451
12 H -1.890 -0.090 -0.675  0.2397
13 H -1.033 1.471 -0.524  0.2231
14 H 1.072 0.368 -1.140  0.1886
15 H 0.353 -1.216 -0.970  0.1967
16 H 0.665 -0.267 -3.412  0.2314
17 H -0.746 0.770 -3.017  0.2137
18 H -0.931 -0.960 -2.994  0.2174

- lowest unoccupied orbital energy (eV) = -5.09
- charge = +1
- Kohn-Sham gap (eV) = 10.294
- HOMO level (eV) = -15.38
- structure (SMILES) = C=[NH+]CCCC

Result of the stability comparison: model B is the most stable of them.

Model A:
2 unconnected molecules or ions with the total composition C5H12N. Source: the Open Molecules 2025 dataset; level of theory: ωB97M-V/def2-TZVPD.

Each line ends with the natural charge from an NBO analysis.
Positions of all 18 atoms, in Å:
1 C 0.168 -0.697 2.270  0.1758
2 N 1.246 -0.565 1.587  -0.6080
3 H 0.151 -1.474 3.031  0.2300
4 H -0.629 0.025 2.158  0.2419
5 H 1.126 -0.201 0.615  0.4763
6 H 2.119 -0.964 1.920  0.4465
7 C -1.978 0.875 -0.088  -0.6653
8 C -0.762 0.838 -0.952  -0.1406
9 C -0.021 -0.259 -1.146  -0.2792
10 C 1.346 -0.215 -1.786  -0.6369
11 H -2.286 -0.124 0.236  0.2083
12 H -1.876 1.488 0.815  0.2167
13 H -2.847 1.270 -0.624  0.2526
14 H -0.417 1.775 -1.378  0.2150
15 H -0.427 -1.253 -0.952  0.2077
16 H 1.629 0.836 -1.879  0.2243
17 H 2.068 -0.640 -1.076  0.1836
18 H 1.391 -0.715 -2.750  0.2511

- lowest unoccupied orbital energy (eV) = -5.85
- charge = +1
- Kohn-Sham gap (eV) = 7.503
- HOMO level (eV) = -13.35

Model B:
A gas-phase ion, C5H12N (charge +1). Source: the Open Molecules 2025 dataset; level of theory: ωB97M-V/def2-TZVPD.

Each line ends with the natural charge from an NBO analysis.
Positions of all 18 atoms, in Å:
1 C 1.062 -1.077 -1.591  -0.3931
2 C 0.654 0.175 -1.188  -0.2410
3 C 1.143 0.967 0.063  -0.4802
4 C 0.362 0.549 1.247  -0.4367
5 C -1.142 0.391 1.063  -0.2247
6 N -1.598 -0.805 0.210  -0.6875
7 H 1.990 -1.517 -1.175  0.2193
8 H 0.455 -1.699 -2.302  0.2185
9 H -0.168 0.510 -1.929  0.2165
10 H 1.036 2.055 -0.315  0.2472
11 H 2.234 0.864 0.144  0.2629
12 H 0.682 -0.434 1.903  0.2317
13 H 0.584 1.406 2.013  0.2747
14 H -1.753 0.440 2.029  0.2514
15 H -1.396 1.182 0.481  0.2092
16 H -2.448 -0.627 -0.193  0.4293
17 H -1.593 -1.588 0.852  0.4368
18 H -0.915 -0.992 -0.543  0.4655

- lowest unoccupied orbital energy (eV) = -3.32
- charge = +1
- Kohn-Sham gap (eV) = 10.608
- HOMO level (eV) = -13.93
- structure (SMILES) = C=CCCC[NH3+]

Model C:
2 unconnected molecules or ions with the total composition C5H12N. Source: the Open Molecules 2025 dataset; level of theory: ωB97M-V/def2-TZVPD.

Each line ends with the natural charge from an NBO analysis.
Positions of all 18 atoms, in Å:
1 C 2.381 -0.362 -0.416  -0.5171
2 C 1.575 0.291 0.352  -0.1164
3 C -1.179 -0.389 1.522  -0.6631
4 C -1.137 1.357 -0.375  -0.6938
5 C -0.630 0.081 0.125  0.2321
6 N -0.405 -0.922 -0.972  -0.7377
7 H 3.427 -0.136 -0.417  0.2566
8 H 2.311 -1.019 -1.259  0.2076
9 H 1.866 0.978 1.085  0.2113
10 H -1.377 0.563 1.965  0.2475
11 H -0.395 -1.051 2.075  0.2481
12 H -2.066 -0.958 1.579  0.2422
13 H -2.191 1.206 -0.620  0.2366
14 H -0.670 1.697 -1.262  0.2326
15 H -0.898 2.103 0.421  0.2636
16 H 0.384 -1.569 -0.616  0.4677
17 H 0.152 -0.467 -1.785  0.4498
18 H -1.148 -1.403 -1.404  0.4323

- lowest unoccupied orbital energy (eV) = -3.56
- charge = +1
- Kohn-Sham gap (eV) = 10.231
- HOMO level (eV) = -13.79

Result of the stability comparison: model A is the most stable of them.

Model A:
A gas-phase ion, C5H12N (charge +1). Source: the Open Molecules 2025 dataset; level of theory: ωB97M-V/def2-TZVPD.

Each line ends with the natural charge from an NBO analysis.
Positions of all 18 atoms, in Å:
1 C -2.026 -0.193 0.408  -0.3381
2 C -1.016 0.487 -0.073  0.1447
3 N -0.857 0.474 -1.569  -0.7024
4 C 0.228 1.002 0.604  -0.4699
5 C 1.502 0.201 0.414  -0.4200
6 C 1.272 -1.299 0.498  -0.6362
7 H -2.735 -0.719 -0.220  0.2219
8 H -2.275 -0.182 1.455  0.2509
9 H -0.434 -0.393 -1.898  0.4506
10 H -1.734 0.683 -2.054  0.4513
11 H -0.258 1.236 -1.873  0.4414
12 H 0.395 2.048 0.308  0.2300
13 H -0.040 1.141 1.653  0.2569
14 H 2.134 0.391 1.281  0.2499
15 H 2.042 0.453 -0.498  0.2093
16 H 2.203 -1.867 0.525  0.2451
17 H 0.762 -1.635 1.401  0.2256
18 H 0.838 -1.828 -0.363  0.1891

- lowest unoccupied orbital energy (eV) = -3.65
- charge = +1
- Kohn-Sham gap (eV) = 11.350
- HOMO level (eV) = -15.00
- structure (SMILES) = C=C([NH3+])CCC

Model B:
2 unconnected molecules or ions with the total composition C5H12N. Source: the Open Molecules 2025 dataset; level of theory: ωB97M-V/def2-TZVPD.

Each line ends with the natural charge from an NBO analysis.
Positions of all 18 atoms, in Å:
1 C 1.451 0.922 1.594  -0.4776
2 C 1.209 -0.129 0.841  0.4386
3 C 1.697 -1.282 0.176  -0.7678
4 C -0.326 0.345 -1.648  -0.4668
5 C -1.709 -0.967 -0.266  -0.4167
6 N -0.765 0.212 -0.297  -0.5057
7 H 0.807 1.765 1.702  0.2609
8 H 2.293 1.127 2.160  0.2846
9 H 2.751 -1.525 0.343  0.3158
10 H 1.685 -1.035 -0.850  0.2647
11 H 0.929 -2.135 0.432  0.2664
12 H 0.859 0.486 -1.629  0.2088
13 H -0.584 -0.414 -2.406  0.2485
14 H -0.709 1.301 -2.131  0.2451
15 H -1.158 -1.820 -0.575  0.2113
16 H -1.982 -1.206 0.831  0.2307
17 H -2.528 -0.679 -0.923  0.2302
18 H -1.049 1.026 0.302  0.4289

- lowest unoccupied orbital energy (eV) = -5.16
- charge = +1
- Kohn-Sham gap (eV) = 9.481
- HOMO level (eV) = -14.64

Result of the stability comparison: model A is the most stable of them.

Model A:
C5H6O2 in the gas phase. Source: the Open Molecules 2025 dataset; level of theory: ωB97M-V/def2-TZVPD.

Each line ends with the natural charge from an NBO analysis.
Positions of all 13 atoms, in Å:
1 O -1.065 0.864 -1.157  -0.5367
2 C -1.817 0.178 -0.506  0.4694
3 C -1.435 -0.938 0.455  -0.5717
4 C 0.010 -1.101 0.472  -0.0628
5 C 0.951 -0.345 0.600  0.0335
6 C 2.074 0.451 0.190  -0.1491
7 O 1.801 1.243 -0.940  -0.7137
8 H -2.905 0.349 -0.569  0.1188
9 H -1.723 -0.591 1.456  0.2594
10 H -2.040 -1.815 0.223  0.2407
11 H 2.568 1.065 0.944  0.2003
12 H 2.703 -0.451 0.046  0.2067
13 H 0.878 1.091 -1.213  0.5054

- lowest unoccupied orbital energy (eV) = 0.69
- Kohn-Sham gap (eV) = 10.317
- HOMO level (eV) = -9.63
- structure (SMILES) = O=CCC#CCO

Model B:
C5H6O2 in the gas phase. Source: the Open Molecules 2025 dataset; level of theory: ωB97M-V/def2-TZVPD.

Each line ends with the natural charge from an NBO analysis.
Positions of all 13 atoms, in Å:
1 O -3.649 0.387 -0.743  -0.5158
2 C -2.523 -0.023 -0.581  0.4083
3 C -1.643 0.423 0.523  -0.4003
4 C -0.436 -0.080 0.654  0.1442
5 C 0.721 -0.663 0.800  -0.3008
6 C 2.039 -0.223 0.205  -0.0780
7 O 1.942 0.811 -0.739  -0.6968
8 H -2.072 -0.776 -1.259  0.1161
9 H -2.046 1.152 1.223  0.2423
10 H 0.744 -1.559 1.422  0.2399
11 H 2.726 0.034 1.029  0.1752
12 H 2.486 -1.075 -0.318  0.1963
13 H 1.625 1.605 -0.292  0.4694

- lowest unoccupied orbital energy (eV) = 0.27
- Kohn-Sham gap (eV) = 10.081
- HOMO level (eV) = -9.81
- structure (SMILES) = O=CC=C=CCO

Model C:
A molecular structure, C5H6O2. Source: the Open Molecules 2025 dataset; level of theory: ωB97M-V/def2-TZVPD.

Each line ends with the natural charge from an NBO analysis.
Positions of all 13 atoms, in Å:
1 O 0.713 1.043 0.158  -0.6756
2 C 2.143 -0.007 0.181  -0.0511
3 C 1.325 -1.182 0.248  -0.2786
4 C 0.218 -0.459 0.293  0.1275
5 C -1.264 -0.501 0.288  -0.5770
6 C -1.855 0.063 -0.996  0.4555
7 O -2.744 0.876 -1.034  -0.5108
8 H 0.661 1.566 0.977  0.4928
9 H 2.731 0.284 1.053  0.1966
10 H 2.683 0.219 -0.736  0.2086
11 H -1.719 0.024 1.141  0.2311
12 H -1.482 -1.572 0.352  0.2682
13 H -1.410 -0.354 -1.924  0.1128

- lowest unoccupied orbital energy (eV) = 0.32
- Kohn-Sham gap (eV) = 9.330
- HOMO level (eV) = -9.01

Model D:
C5H6O2 in the gas phase. Source: the Open Molecules 2025 dataset; level of theory: ωB97M-V/def2-TZVPD.

Each line ends with the natural charge from an NBO analysis.
Positions of all 13 atoms, in Å:
1 C 1.107 1.162 0.856  -0.0678
2 C -0.009 -0.341 0.587  0.0045
3 C -0.757 -1.423 -0.191  -0.3167
4 C -1.237 -0.796 -1.217  0.1286
5 C 0.307 0.634 -0.474  0.0447
6 H 2.147 1.495 0.531  0.1973
7 H 0.618 1.763 1.470  0.1728
8 H -0.410 0.256 1.347  0.1805
9 H -1.393 -2.416 0.223  0.2403
10 H -2.173 -1.249 -1.679  0.2209
11 H 1.283 0.464 -1.125  0.1859
12 O 1.388 -0.159 1.089  -0.4916
13 O -0.871 0.608 -1.417  -0.4995

- lowest unoccupied orbital energy (eV) = 0.96
- Kohn-Sham gap (eV) = 10.579
- HOMO level (eV) = -9.62

Result of the stability comparison: model B is the most stable of them.